Below is a 3-piece molecular cluster, C24H35Cl4N6P overall in a non-equilibrium geometry, with properties calculated with the ωB97M-V functional and the def2-TZVPD basis.

Geometry (Å):
C 1.34439 3.70102 3.50545
C -0.08493 4.30989 3.12905
C -1.26635 3.28271 3.28328
C -1.01927 1.93735 2.49945
C -1.24525 0.64893 3.21597
N -1.05955 -0.59399 2.69515
C -0.66402 -0.49881 1.36686
C -0.45763 -1.80226 0.62122
P -0.68103 -3.48321 1.47541
C 0.88141 -3.97812 2.38277
C -2.18324 -3.51241 2.60293
C -0.07752 -1.85104 -0.79789
C 0.12487 -3.16067 -1.58096
C -0.55048 -3.44254 -2.86075
C -0.28620 -4.68681 -3.55523
N 0.51590 -5.74946 -3.22084
C 1.13590 -5.43197 -2.03541
C 1.01748 -4.26542 -1.18600
C 0.15106 -0.53647 -1.50972
C -0.00086 0.72537 -0.80757
C 0.27685 2.08680 -1.52025
C 0.14050 2.06342 -3.08985
N 0.21683 3.52128 -3.53757
N 1.23732 1.37635 -3.78622
N -1.20256 1.59431 -3.55507
C -0.43330 0.76318 0.63901
N -0.59073 2.02081 1.21288
H 2.10912 3.83630 2.68180
H 1.27199 2.60978 3.78619
H 1.73532 4.24389 4.41981
H -0.25623 5.14474 3.87477
H -0.08474 4.81074 2.12125
H -1.53466 3.05282 4.35304
H -2.17407 3.75800 2.79595
H -1.58037 0.70630 4.28748
H 0.77468 -5.08322 2.61404
H 1.82227 -3.86725 1.78657
H 1.00322 -3.48518 3.39870
H -1.92160 -2.92486 3.53761
H -2.32943 -4.57452 2.96860
H -3.11636 -3.12618 2.12759
H -1.27140 -2.70242 -3.28655
H -0.82430 -4.81725 -4.53929
H 1.85670 -6.22312 -1.67542
H 1.59050 -4.20520 -0.23190
H 0.43786 -0.61564 -2.59095
H -0.46409 2.83590 -1.10427
H 1.29296 2.51395 -1.25186
H 0.07465 4.13228 -2.71780
H 1.21046 3.67938 -3.76252
H 2.08199 1.31543 -3.22028
H 1.40810 1.76002 -4.71469
H -1.08628 1.44986 -4.56981
H -1.77802 2.44813 -3.51123
Cl -3.02788 -2.55080 -0.22392
C -3.90069 -1.71641 -1.53435
C -5.22946 -2.36876 -1.84343
Cl -5.03178 -3.97649 -2.58647
H -3.25260 -1.69260 -2.41057
H -4.06155 -0.68962 -1.20270
H -5.78444 -1.75751 -2.55621
H -5.83731 -2.48421 -0.94640
Cl 3.35272 1.98971 1.16907
C 5.06685 2.43054 1.36562
C 5.27823 3.92776 1.33586
Cl 4.96962 4.61851 -0.27795
H 5.63702 1.92947 0.58380
H 5.38740 2.03176 2.32892
H 6.31399 4.15987 1.58581
H 4.63202 4.43786 2.04999

Atomic forces in eV per Å
-0.03 0.42 0.22
0.49 0.24 0.93
-0.30 -0.30 -1.19
0.21 -0.17 0.06
0.31 -0.14 -0.56
0.24 3.65 -1.09
0.64 -1.25 -2.02
1.21 0.81 -0.56
-0.32 -0.70 -1.83
-0.14 -0.11 1.76
1.06 0.30 2.10
0.06 1.81 1.79
0.23 -2.05 -1.40
1.41 -0.54 1.47
-0.95 0.39 -0.94
-0.39 3.79 2.20
0.84 -0.45 1.00
-1.33 0.73 -1.47
-0.71 -0.05 2.27
0.12 -1.82 -0.15
-0.43 -0.61 0.20
0.07 1.75 -0.36
1.06 0.03 0.80
-0.77 -0.51 0.71
0.91 0.30 -0.06
0.34 -0.65 -1.21
-0.83 -2.34 2.23
-1.06 -0.30 0.97
0.14 1.10 -0.49
-0.36 -0.65 -1.01
-0.09 -0.85 -0.89
-0.02 -0.85 0.89
0.48 0.28 -1.05
0.84 -0.55 0.69
0.39 -0.08 -1.20
0.00 1.17 -0.42
-1.03 0.18 0.42
0.08 -0.33 -1.20
-0.74 -0.45 -1.01
0.15 1.04 -0.79
1.04 -0.37 0.43
0.78 -0.85 0.31
0.54 0.16 1.18
-0.88 0.91 -0.35
-0.50 -0.18 -1.16
-0.30 0.47 1.24
0.72 -0.85 -0.59
-0.99 -0.65 -0.26
-0.18 -0.30 -0.55
-0.63 0.09 0.05
-0.29 0.16 -0.34
-0.01 -0.07 0.44
-0.12 -0.07 0.58
0.16 -0.62 0.04
-1.15 -0.10 -0.70
-0.09 0.15 -0.04
-0.06 0.16 0.00
0.02 -0.02 0.03
-0.04 -0.06 0.08
-0.03 -0.06 -0.02
0.09 -0.01 0.01
0.12 -0.06 -0.04
0.01 -0.12 -0.17
0.17 -0.02 0.06
0.08 -0.03 0.15
-0.05 0.00 -0.01
-0.10 0.09 0.00
-0.04 0.09 -0.02
-0.04 -0.07 -0.05
-0.02 -0.07 -0.11

Output
Spin multiplicity ... 1
Molecular weight ... 580.37 g/mol
SMILES string ... CCCc1cnc2c(P(C)C)c(-c3ccncc3)cc(CC(N)(N)N)c2n1.ClCCCl.ClCCCl
Kohn-Sham gap ... 6.65 eV
HOMO level ... -7.20 eV
Charge ... 0

These are the Löwdin partial charges, in e, on atoms 1 to 4: C -0.128; C -0.245; C -0.162; C -0.225